83
Properties=species:S:1:pos:R:3 method="wB97M-V/def2-TZVPD" mol_weight_g_mol=751.689 charge=+3 homo_energy_ev=-14.7 homo_lumo_gap_ev=1.44
C 0.3253 6.2386 -0.0791
C 0.6223 4.9673 -0.6317
C 1.2956 3.7822 -1.5933
O 1.2295 4.0726 -3.0280
C 1.9618 5.2781 -3.4171
Cl 0.7130 6.4087 -4.2760
I 3.6152 4.9329 -4.8346
B 2.8269 3.3429 -1.0671
O 3.4628 3.8658 0.1607
O 3.5847 2.3862 -1.9442
C 0.3595 2.4298 -1.2828
C 0.6166 1.2115 -2.3655
C 1.1150 -0.2071 -1.6323
C 0.0830 -1.4591 -1.8749
C 0.9477 -2.8532 -1.6256
N 0.3510 -4.0708 -2.3130
C -1.0051 -4.4447 -1.7524
C 1.3602 -5.2101 -2.0869
C 1.6657 -5.9001 -0.6268
O 2.0414 -5.7274 -3.1429
N -1.0966 2.7548 -1.0355
C -1.7776 1.5162 -0.4965
C -3.2838 1.7771 0.1132
C -3.8185 0.2831 0.6414
C -3.9386 0.3056 2.2783
C -3.4020 -1.1582 2.8633
C -2.0055 -0.9115 3.7263
C -0.9579 -2.1894 3.6274
C 0.5962 -1.5865 3.5800
C 1.6747 -2.8337 3.3790
C 3.0687 -2.1808 2.7807
O 3.5103 -2.8162 1.5160
C 4.4585 -1.8692 0.8941
P -1.9537 3.3003 -2.4985
C -3.0287 4.8044 -1.8924
O -3.0667 2.1144 -3.1207
H 0.0491 7.3076 0.3679
H 2.4028 5.9188 -2.5467
H 2.9009 3.6313 0.9563
H 4.0495 1.6934 -1.3843
H 0.7831 2.0216 -0.2436
H -0.3810 0.9163 -2.9310
H 1.4544 1.4475 -3.1622
H 2.1845 -0.5042 -2.0627
H 1.2549 -0.0947 -0.4747
H -0.4933 -1.4347 -2.8937
H -0.7182 -1.4300 -0.9896
H 1.0451 -3.1398 -0.4800
H 2.0659 -2.7480 -2.0226
H -1.8061 -3.6554 -2.1128
H -1.3295 -5.5011 -2.1627
H -0.9516 -4.4335 -0.5815
H 1.8847 -7.0623 -0.6800
H 2.5742 -5.3977 -0.0534
H 0.7202 -5.7358 0.0438
H -1.1409 1.0215 0.3807
H -1.9026 0.6463 -1.3042
H -4.0765 2.0990 -0.7154
H -3.3358 2.5984 0.9487
H -3.0679 -0.5643 0.2799
H -4.8654 -0.0085 0.1505
H -3.2022 1.1506 2.6897
H -5.0055 0.5902 2.6752
H -4.2476 -1.6153 3.5346
H -3.1335 -1.9214 2.0160
H -1.4320 0.0272 3.3221
H -2.3227 -0.7180 4.8445
H -1.1123 -2.9605 4.5198
H -1.1359 -2.7102 2.5749
H 0.6817 -0.8920 2.6405
H 0.8013 -0.9451 4.5370
H 1.2358 -3.6673 2.6702
H 1.9475 -3.3403 4.4065
H 3.8833 -2.2640 3.6168
H 2.8753 -1.0220 2.5946
H 5.3651 -1.6803 1.6464
H 4.8894 -2.3783 -0.0841
H 3.9691 -0.8288 0.6213
H -2.9023 5.7520 -2.5977
H -2.6967 5.1542 -0.8054
H -4.1537 4.4945 -1.8067
H -3.8135 2.5613 -3.6563
Y -1.9414 -0.7324 6.7707

=====

81
Properties=species:S:1:pos:R:3 method="wB97M-V/def2-TZVPD" mol_weight_g_mol=753.304 e_above_lowest_kcal_mol=85.77 homo_energy_ev="-4.7 / -6.7" homo_lumo_gap_ev="5.29 / 6.57" spin_multiplicity=5
C -2.5171 -2.6258 -4.7628
C -1.5807 -2.8837 -3.6015
H -1.9968 -2.7800 -5.7192
H -2.8798 -1.5957 -4.7339
H -3.3744 -3.3121 -4.7163
C -0.9363 -4.1116 -3.5076
C -1.1613 -5.2566 -4.4252
H -0.2710 -4.3159 -2.6811
H -0.7082 -5.0999 -5.4244
H -2.2235 -5.5322 -4.5950
H -0.6851 -6.1650 -4.0146
Ir 0.4016 2.2508 -0.1173
Cl -1.6392 1.7319 0.9787
Cl 2.0793 3.2109 -1.3709
H 2.0597 5.9088 3.9604
H 0.0031 6.1374 4.7161
C 1.8993 5.3844 3.0170
C -0.3970 6.0291 3.7035
N 0.4658 5.1344 2.9536
H 2.4796 4.4556 2.9941
C 0.0011 4.2572 2.0713
O 0.8363 3.7087 1.2896
H -1.4046 5.5996 3.7230
H -1.0788 4.0261 2.0761
H 2.2215 6.0312 2.1888
H -0.4266 7.0299 3.2432
H 4.0430 0.7581 -1.6918
H 2.7720 -1.6373 -1.5575
C 4.1711 0.7068 -0.5970
C 3.2692 -1.6019 -0.5706
N 3.2257 -0.2467 -0.0296
H 3.9767 1.6857 -0.1481
C 2.2953 0.0930 0.8612
O 1.9216 1.2940 1.1206
H 2.7564 -2.2874 0.1193
H 1.8265 -0.7612 1.3761
H 5.1919 0.3523 -0.3872
H 4.3157 -1.9127 -0.7054
O -0.9491 -1.5158 -3.1160
C -1.9081 -2.0880 -2.2833
C -0.1518 -3.0082 -0.7490
C -1.4567 -2.5387 -0.9587
H 0.5751 -2.8895 -1.5590
C 0.1755 -3.6606 0.4422
H -2.9087 -1.6317 -2.3180
C -2.3692 -2.5486 0.1203
H 1.1485 -4.1442 0.5550
C -0.7469 -3.6894 1.5009
C -2.0162 -3.1394 1.3280
H -3.3520 -2.0939 -0.0196
H -0.4754 -4.1430 2.4546
H -2.7417 -3.1832 2.1501
Si -0.7340 1.4441 -2.8266
Cl 0.2598 0.2339 -1.0509
C 0.6373 1.8144 -4.0037
C -0.9880 3.0483 -1.8032
C -2.3890 0.9455 -3.4071
H 1.5266 1.1868 -3.8907
H 0.9724 2.8580 -3.8955
H 0.2670 1.7011 -5.0322
H -2.2947 0.1953 -4.1948
H -2.9284 1.7999 -3.8406
H -3.0086 0.5641 -2.5912
H -0.4532 3.5501 -0.9218
H -2.0526 3.1506 -1.5809
H -0.7230 3.7798 -2.5821
C 1.7724 -0.0195 4.3636
C 1.1699 -1.3328 3.9047
O 0.1687 -1.2174 2.8847
C -0.9132 -0.3496 3.2187
C -1.9569 -0.9707 4.1001
H 1.8645 0.7092 3.5522
H 2.7695 -0.2266 4.7599
H 1.1803 0.4100 5.1772
H 1.9353 -1.9772 3.4524
H 0.7219 -1.8615 4.7632
H -0.5212 0.5803 3.6591
H -1.3512 -0.0781 2.2480
H -1.5693 -1.1291 5.1117
H -2.8032 -0.2787 4.1578
H -2.3144 -1.9159 3.6844

=====

101
Properties=species:S:1:pos:R:3 method="wB97M-V/def2-TZVPD" mol_weight_g_mol=891.852 charge=+2 e_above_lowest_kcal_mol=44.94 homo_energy_ev=-11.3 homo_lumo_gap_ev=5.47
C 11.9711 22.9458 1.6004
C 12.5280 24.3066 1.9400
O 12.7244 25.1638 1.1714
N 12.8202 24.3531 3.4240
H 12.7031 23.3981 3.8097
H 13.7770 24.6663 3.5904
C 11.8526 25.2458 4.2007
H 12.6295 22.1478 1.9572
H 11.7907 22.6633 0.5661
H 11.0091 22.8449 2.1138
H 11.9491 26.2452 3.7877
H 12.1477 25.2477 5.2453
H 10.8769 24.7857 4.0876
C 14.7390 18.5762 5.8518
C 15.4106 17.8077 4.7420
O 14.9786 17.6770 3.6628
N 16.7232 17.1314 5.1784
H 17.4627 17.2145 4.4732
H 17.0625 17.7309 5.9371
C 16.5287 15.7387 5.6984
H 13.9545 19.1872 5.4183
H 15.4499 19.2435 6.3493
H 14.4366 17.8887 6.6439
H 16.0879 15.1558 4.8905
H 15.8028 15.6450 6.5021
H 17.5215 15.4073 5.9878
C 11.6542 18.1723 13.1648
C 10.9622 18.8598 12.0033
O 10.0555 19.6001 12.0448
N 11.2905 18.1746 10.6625
H 12.2140 17.7506 10.7232
H 10.5357 17.4913 10.5998
C 11.3646 19.1658 9.4853
H 12.7148 18.3129 12.9436
H 11.3208 17.1375 13.0484
H 11.3220 18.6023 14.1015
H 12.3187 19.6848 9.4893
H 10.4998 19.8070 9.6220
H 11.3366 18.5466 8.5924
C 16.8560 21.6492 5.8039
C 17.5848 22.2813 7.0063
N 16.8465 23.4603 7.4174
C 16.9575 24.6905 6.7848
C 15.9959 25.4712 7.3077
N 15.3823 24.7842 8.3237
C 15.8641 23.5468 8.3365
C 14.2940 25.2889 9.1367
H 16.7670 22.3727 4.9974
H 15.8480 21.3411 6.0860
H 17.3722 20.7484 5.4648
H 18.5865 22.6241 6.7404
H 17.8067 21.6593 7.8731
H 17.5478 24.7715 5.8887
H 15.6555 26.4106 6.9043
H 15.3703 22.7360 8.8485
H 14.4476 26.3532 9.2914
H 14.2888 24.7644 10.0952
H 13.3501 25.1393 8.6178
C 7.7244 19.4390 5.2643
C 8.0597 19.6166 6.7619
N 7.0388 20.2767 7.5744
C 6.0871 21.1397 7.0956
C 5.3962 21.5828 8.1752
N 5.8847 20.9569 9.2965
C 6.9035 20.1869 8.8916
C 5.3432 21.1645 10.6003
H 8.5063 18.7156 5.0217
H 7.9778 20.3324 4.7017
H 6.7407 19.0038 5.1316
H 9.0544 20.0352 6.9204
H 8.1448 18.6133 7.1938
H 5.9432 21.3875 6.0604
H 4.5616 22.2581 8.2654
H 7.4651 19.5667 9.5669
H 5.1872 22.2286 10.7991
H 5.9922 20.8858 11.4309
H 4.3901 20.6750 10.8032
C 8.2205 24.1057 9.3424
F 9.2711 24.7594 9.8146
F 8.1742 24.3776 8.0142
F 8.3706 22.7657 9.4375
S 6.6193 24.6791 10.2356
O 5.5286 24.2198 9.3434
O 6.6635 23.9700 11.5109
O 6.7173 26.1081 10.3807
C 11.2345 22.7326 7.6386
F 11.2490 22.2771 8.8655
F 9.9920 22.6773 7.1583
F 11.6541 23.9852 7.5377
S 12.3299 21.7127 6.4868
O 13.6505 21.8972 7.1277
O 11.8007 20.3328 6.4592
O 12.3574 22.4015 5.1864
C 12.8873 22.3555 11.7918
F 12.9834 21.0860 12.2483
F 13.3336 22.3942 10.5133
F 11.6253 22.7510 11.8475
S 13.9771 23.3587 12.9448
O 14.1303 24.6640 12.3026
O 13.2282 23.4152 14.1691
O 15.2032 22.5707 13.0165